#a
The following is a DFT calculation (the ωB97M-V functional and the def2-TZVPD basis) of C2H5N3OS in the gas phase.

Values from the calculation:
LUMO energy	0.51	eV

Each line ends with the Mulliken charge.
Positions of all 12 atoms, in Å:
H: -0.132 -2.314 -1.778  0.25
N: 0.047 -1.501 -1.202  -0.62
C: -0.997 -1.198 -0.537  -0.01
N: -1.047 -0.124 0.319  -0.19
C: -0.048 0.785 0.636  0.38
S: -0.331 2.030 1.731  -0.53
N: 1.115 0.619 0.029  -0.08
O: 2.167 1.444 0.254  -0.35
H: -1.952 -1.715 -0.576  0.37
H: -1.931 0.042 0.823  0.22
H: 1.305 -0.127 -0.618  0.32
H: 1.803 2.059 0.919  0.26

#b
The following is a DFT calculation (the ωB97M-V functional and the def2-TZVPD basis) of C2H5N3OS in the gas phase.

Values from the calculation:
LUMO energy	0.24	eV

Each line ends with the Mulliken charge.
Positions of all 12 atoms, in Å:
H: 0.066 1.217 3.212  0.28
N: -0.362 1.118 2.087  -0.51
C: 0.433 0.724 1.255  0.04
N: 0.192 0.245 -0.055  -0.05
O: 1.516 -0.166 -0.494  -0.53
C: -0.923 -0.342 -0.657  0.26
N: -0.615 -0.586 -1.924  -0.38
S: -2.320 -0.343 0.152  -0.35
H: 1.575 0.590 1.298  0.31
H: 1.577 -1.189 -0.045  0.38
H: -1.455 -0.964 -2.552  0.28
H: 0.316 -0.303 -2.275  0.27

Verdict on stability: #a comes out on top.

#a
The following is a DFT calculation (the ωB97M-V functional and the def2-TZVPD basis) of C2H5N3OS in the gas phase.

Values from the calculation:
LUMO energy (alpha / beta)	-1.52 / 0.44	eV

Each line ends with the Mulliken charge.
Positions of all 12 atoms, in Å:
C: 0.494 -0.785 -0.812  0.55
C: -1.648 0.512 -0.905  -0.51
N: 1.070 1.069 2.738  -0.52
N: -0.801 -0.499 -1.363  -0.15
N: 0.930 -0.228 0.300  -0.33
O: 1.179 -1.546 -1.458  -0.63
S: 0.062 0.748 1.592  0.29
H: -1.450 1.048 -0.018  0.16
H: -2.414 0.770 -1.516  0.33
H: 1.545 0.264 3.138  0.26
H: -0.920 -1.040 -2.236  0.25
H: 1.953 -0.313 0.540  0.30

#b
The following is a DFT calculation (the ωB97M-V functional and the def2-TZVPD basis) of C2H5N3OS in the gas phase.

Values from the calculation:
LUMO energy	0.54	eV

Each line ends with the Mulliken charge.
Positions of all 12 atoms, in Å:
H: -2.866 0.600 0.009  0.24
N: -1.859 0.520 -0.010  -0.64
C: -1.492 -0.713 -0.002  0.00
N: -0.174 -1.095 0.002  -0.19
C: 0.971 -0.298 -0.008  0.39
S: 2.492 -0.986 -0.004  -0.53
N: 0.769 1.006 0.001  -0.07
O: 1.807 1.887 -0.001  -0.36
H: -2.167 -1.561 0.012  0.38
H: 0.049 -2.082 -0.001  0.20
H: -0.136 1.406 -0.003  0.31
H: 2.606 1.315 0.005  0.27

#c
The following is a DFT calculation (the ωB97M-V functional and the def2-TZVPD basis) of C2H5N3OS in the gas phase.

Values from the calculation:
LUMO energy	0.45	eV

Each line ends with the Mulliken charge.
Positions of all 12 atoms, in Å:
N: -1.102 1.484 0.359  -0.64
N: -0.437 0.305 0.020  0.23
C: -1.153 -0.839 -0.139  -0.10
S: -2.766 -1.021 0.001  -0.28
C: 0.931 0.425 -0.285  0.04
N: 1.887 -0.406 -0.164  -0.43
O: 1.503 -1.620 0.363  -0.37
H: -0.562 2.023 0.998  0.26
H: -1.341 2.026 -0.468  0.24
H: -0.502 -1.670 -0.429  0.29
H: 1.198 1.394 -0.681  0.41
H: 2.342 -2.103 0.425  0.37

Verdict on stability: #b comes out on top.

#a
The following is a DFT calculation (the ωB97M-V functional and the def2-TZVPD basis) of 2 unconnected molecules or ions with the total composition C11H11N.

Values from the calculation:
LUMO energy	0.83	eV

Each line ends with the Mulliken charge.
Positions of all 23 atoms, in Å:
C: 3.816 -0.747 0.335  -0.62
C: 2.521 -1.322 0.380  -0.33
C: 1.434 -0.571 -0.122  0.10
C: 1.492 0.807 -0.233  0.22
C: 2.703 1.436 -0.083  -0.67
C: 3.811 0.601 0.113  -0.02
H: 4.712 -1.246 0.500  0.45
H: 2.496 -2.388 0.923  0.23
H: 0.503 -1.310 -0.572  0.10
H: 0.570 1.335 -0.746  0.18
H: 2.974 2.501 -0.145  0.32
H: 4.756 1.267 0.065  0.17
C: -3.458 -0.165 -1.055  -0.37
C: -2.082 -0.333 -1.000  -0.02
C: -1.484 -0.110 0.239  -0.01
N: -2.132 0.056 1.355  -0.54
C: -3.468 0.257 1.330  -0.33
C: -4.145 0.191 0.085  -0.35
H: -3.992 -0.374 -1.987  0.35
H: -1.515 -0.668 -1.962  0.27
H: -0.383 -0.175 0.273  0.13
H: -3.898 0.598 2.251  0.41
H: -5.231 0.361 0.057  0.33

#b
The following is a DFT calculation (the ωB97M-V functional and the def2-TZVPD basis) of 2 unconnected molecules or ions with the total composition C11H11N.

Values from the calculation:
LUMO energy	0.93	eV

Each line ends with the Mulliken charge.
Positions of all 23 atoms, in Å:
C: -2.571 -0.478 -0.732  -0.03
C: -2.377 0.889 -0.586  -0.66
C: -1.829 1.388 0.626  -0.29
C: -1.266 0.404 1.526  -0.51
C: -1.215 -0.913 1.097  -0.31
C: -1.926 -1.391 -0.003  -0.57
H: -3.301 -0.900 -1.546  0.22
H: -2.953 1.538 -1.213  0.42
H: -1.694 2.437 0.735  0.42
H: -0.579 0.517 2.348  0.36
H: -0.747 -1.625 1.650  0.53
H: -2.274 -2.370 -0.198  0.42
C: 1.952 0.987 -1.020  -0.36
C: 2.682 1.174 0.194  -0.60
C: 2.758 -0.085 1.005  -0.21
N: 2.375 -1.219 0.511  -0.59
C: 1.616 -1.389 -0.594  -0.23
C: 1.342 -0.213 -1.352  -0.04
H: 1.914 1.733 -1.694  0.49
H: 2.943 2.104 0.476  0.52
H: 3.374 -0.127 1.905  0.38
H: 1.294 -2.350 -0.991  0.39
H: 0.480 -0.111 -2.147  0.24

Verdict on stability: #b comes out on top.